# 1
{
  "formula": "C16H34Br2O12P2",
  "method": "the ωB97M-V functional and the def2-TZVPD basis",
  "gap_ev": 8.87,
  "e_lumo_ev": 0.04,
  "smiles": "C/C(Br)=C(/Br)OC(=O)OO.CCOP(=O)(OCC)OCC.CCOP(=O)(OCC)OCC",
  "homo_energy_ev": -8.8,
  "max_force_ha_per_bohr": 0.1443,
  "total_energy_ev": -200370.2200,
  "elements": ["C", "C", "Br", "C", "Br", "O", "C", "O", "O", "O", "H", "H", "H", "H", "C", "C", "O", "P", "O", "O", "C", "C", "O", "C", "C", "H", "H", "H", "H", "H", "H", "H", "H", "H", "H", "H", "H", "H", "H", "H", "C", "C", "O", "P", "O", "O", "C", "C", "O", "C", "C", "H", "H", "H", "H", "H", "H", "H", "H", "H", "H", "H", "H", "H", "H", "H"],
  "coordinates": [[-3.6418, -6.5895, -0.7839], [-4.1251, -5.3745, -1.8886], [-2.8239, -4.7883, -3.1589], [-5.3798, -4.9727, -1.8578], [-6.0054, -3.7287, -3.1557], [-6.1668, -5.4841, -0.8449], [-7.4663, -5.0244, -0.8338], [-7.8700, -4.4143, 0.1099], [-8.3277, -5.3125, -1.8807], [-8.9527, -6.5421, -1.5571], [-2.5947, -6.8453, -0.8880], [-4.2207, -7.4908, -1.0885], [-3.8512, -6.3537, 0.2459], [-8.7049, -7.1285, -2.2869], [0.8793, 0.4278, 1.4131], [0.4091, -0.8772, 0.7994], [-0.4500, -1.5957, 1.6799], [-2.0898, -1.4702, 1.5752], [-2.3314, -1.4209, 0.1048], [-2.5404, -3.0040, 1.9034], [-3.3687, -3.7392, 0.9984], [-2.5366, -4.6260, 0.1003], [-2.2664, -1.1735, 3.1816], [-1.8086, 0.0490, 3.7527], [-2.4849, 1.2656, 3.1555], [0.0354, 1.1001, 1.5909], [1.5848, 0.9350, 0.7525], [1.3700, 0.2521, 2.3720], [-0.0640, -0.6855, -0.1645], [1.2730, -1.5180, 0.6117], [-4.0016, -3.0682, 0.4152], [-4.0361, -4.3567, 1.6082], [-1.7549, -4.0567, -0.4088], [-3.2594, -5.1729, -0.7423], [-2.0292, -5.3930, 0.6878], [-0.7214, 0.1130, 3.6775], [-2.0393, -0.0026, 4.8180], [-2.3328, 1.3145, 2.0714], [-2.0934, 2.1803, 3.6014], [-3.5615, 1.2276, 3.3282], [7.2834, 3.8836, 0.3436], [5.8943, 4.2217, 0.8520], [5.1494, 4.9676, -0.1050], [4.1040, 4.2327, -1.1479], [3.4677, 3.1834, -0.3018], [2.9168, 5.3523, -1.1824], [1.5681, 5.0092, -0.8665], [1.2605, 5.3389, 0.5801], [4.7316, 4.9839, -2.4653], [6.0366, 4.6607, -2.9386], [6.1718, 3.2068, -3.3406], [7.2293, 3.2352, -0.5348], [7.8604, 3.3677, 1.1121], [7.8225, 4.7874, 0.0552], [5.3755, 3.3099, 1.1508], [5.9800, 4.8495, 1.7411], [1.3679, 3.9610, -1.0865], [0.9242, 5.6005, -1.5208], [1.9841, 4.8822, 1.2558], [0.2611, 4.9948, 0.8526], [1.3140, 6.4168, 0.7421], [6.7848, 4.9468, -2.1970], [6.2133, 5.2919, -3.8108], [5.9337, 2.5382, -2.5054], [7.1871, 2.9937, -3.6755], [5.4812, 2.9685, -4.1507]],
  "lowdin_charge": [-0.1035, -0.7158, 0.7782, -0.7270, 0.8544, 0.0410, -0.5464, 0.2155, -0.0630, 0.0410, 0.0858, 0.0927, 0.0721, 0.1177, -0.0729, -0.2850, -0.1966, 0.5835, -0.2332, -0.2034, -0.2688, -0.1547, -0.1831, -0.2816, -0.0814, 0.0610, 0.0719, 0.0786, 0.1049, 0.1186, 0.1093, 0.1221, 0.0745, -0.0527, 0.0893, 0.0994, 0.1228, 0.0664, 0.0833, 0.0827, -0.0794, -0.2877, -0.1956, 0.5831, -0.2395, -0.2102, -0.2905, -0.0757, -0.1805, -0.2799, -0.0805, 0.0618, 0.0790, 0.0781, 0.1043, 0.1191, 0.1010, 0.1156, 0.0721, 0.0740, 0.0757, 0.0998, 0.1238, 0.0671, 0.0843, 0.0833]
}



# 2
{
  "formula": "C34H36BClF3N6PtSb",
  "method": "the ωB97M-V functional and the def2-TZVPD basis",
  "s_squared": 2.005,
  "gap_ev": [6.38, 7.74],
  "multiplicity": 3,
  "e_lumo_ev": [0.52, -0.87],
  "homo_energy_ev": [-5.9, -8.6],
  "max_force_ha_per_bohr": 0.0101,
  "total_energy_ev": -75919.3722,
  "elements": ["Pt", "C", "C", "C", "C", "C", "N", "N", "B", "N", "N", "C", "C", "C", "C", "C", "N", "N", "C", "C", "C", "C", "C", "H", "H", "H", "H", "H", "H", "H", "H", "H", "H", "H", "H", "H", "H", "H", "H", "H", "H", "H", "H", "H", "H", "Cl", "C", "H", "H", "F", "C", "C", "C", "C", "C", "C", "Sb", "C", "C", "C", "C", "F", "C", "C", "C", "C", "C", "C", "F", "C", "C", "H", "H", "H", "H", "H", "H", "H", "H", "H", "H", "H", "H"],
  "coordinates": [[0.8592, -0.1650, -0.1735], [1.8726, 0.4214, 3.1873], [2.1512, -0.9360, 2.6354], [2.8836, -1.9819, 3.2025], [2.8011, -3.0238, 2.2979], [3.3628, -4.4027, 2.3869], [2.0614, -2.6099, 1.2561], [1.6647, -1.3323, 1.4611], [1.5464, -3.3863, 0.0203], [0.0134, -3.3048, -0.0407], [-0.6409, -2.1210, -0.2085], [-1.9298, -2.4076, -0.3086], [-2.9562, -1.3482, -0.5273], [-2.1289, -3.7923, -0.2051], [-0.8705, -4.3249, -0.0368], [-0.4683, -5.7537, 0.1166], [2.1602, -2.7851, -1.2673], [1.7993, -1.5376, -1.6501], [2.3992, -1.2751, -2.8047], [2.1956, 0.0187, -3.5190], [3.1652, -2.3842, -3.1867], [2.9833, -3.3203, -2.1867], [3.5352, -4.7008, -2.0638], [1.9672, 0.4147, 4.2721], [0.8641, 0.7458, 2.9278], [2.5691, 1.1621, 2.7962], [3.3851, -1.9894, 4.1544], [3.9353, -4.5020, 3.3074], [4.0246, -4.6224, 1.5496], [2.5758, -5.1563, 2.3887], [1.8842, -4.5315, 0.1165], [-2.4921, -0.4478, -0.9286], [-3.4673, -1.0708, 0.3962], [-3.7110, -1.6883, -1.2369], [-3.0601, -4.3295, -0.2545], [-1.3589, -6.3799, 0.1161], [0.0676, -5.9251, 1.0501], [0.1784, -6.0812, -0.6974], [1.5422, 0.6838, -2.9535], [1.7457, -0.1531, -4.4976], [3.1407, 0.5405, -3.6724], [3.7581, -2.4976, -4.0778], [4.1856, -4.9094, -2.9113], [2.7431, -5.4488, -2.0467], [4.1185, -4.8211, -1.1509], [2.3033, 2.7471, -1.0707], [2.5449, 1.0944, -0.3200], [3.0146, 1.2843, 0.6429], [3.2691, 0.6032, -0.9676], [0.2190, 6.9170, 3.6974], [-0.0021, 5.8546, 2.8962], [1.0101, 4.9352, 2.7195], [0.7703, 3.8454, 1.8928], [-0.4613, 3.6826, 1.2661], [-1.4610, 4.6304, 1.4775], [-1.2367, 5.7322, 2.2895], [-0.8594, 1.9658, 0.0893], [-1.2870, 2.8704, -1.7731], [-0.9715, 4.2011, -2.0316], [-1.2135, 4.7571, -3.2799], [-1.7690, 3.9573, -4.2581], [-2.0071, 4.4922, -5.4734], [-2.0867, 2.6314, -4.0446], [-1.8345, 2.0915, -2.7912], [-2.8592, 1.7195, 0.8003], [-3.0183, 1.0898, 2.0340], [-4.2753, 0.8898, 2.5829], [-5.3743, 1.3239, 1.8670], [-6.6035, 1.1296, 2.3881], [-5.2630, 1.9443, 0.6408], [-3.9917, 2.1416, 0.1132], [1.9592, 5.0779, 3.2167], [1.5630, 3.1301, 1.7245], [-2.4343, 4.5136, 1.0153], [-1.9967, 6.4813, 2.4614], [-0.5249, 4.8157, -1.2602], [-0.9747, 5.7878, -3.5012], [-2.5125, 2.0445, -4.8462], [-2.0706, 1.0470, -2.6210], [-2.1534, 0.7329, 2.5838], [-4.4142, 0.4043, 3.5385], [-6.1538, 2.2644, 0.1188], [-3.8989, 2.6296, -0.8502]],
  "lowdin_charge": [0.8905, -0.0351, -0.3272, 0.0213, -0.2665, -0.0167, 0.0371, -0.0426, -0.5038, 0.0227, 0.0248, -0.3362, -0.0263, 0.0133, -0.2750, -0.0243, 0.0330, -0.0340, -0.3374, -0.0387, 0.0213, -0.2690, -0.0182, 0.0828, 0.0554, 0.0619, 0.1100, 0.0813, 0.0776, 0.0793, 0.1112, 0.0239, 0.0723, 0.0868, 0.1077, 0.0799, 0.0784, 0.0780, 0.0311, 0.0823, 0.0848, 0.1095, 0.0807, 0.0792, 0.0761, 0.4225, -0.7427, -0.0354, -0.0232, 0.0590, -0.2788, 0.0011, -0.1309, -0.3788, -0.1124, -0.0024, 1.4390, -0.3961, -0.1137, 0.0011, -0.2785, 0.0588, -0.0041, -0.1266, -0.4020, -0.1336, -0.0085, -0.2812, 0.0581, -0.0021, -0.1111, 0.1214, 0.0636, 0.1023, 0.1203, 0.0977, 0.1213, 0.1206, 0.0926, 0.1006, 0.1209, 0.1198, 0.0981]
}



Computed ΔE to the lowest compared entry with this formula, charge and spin (kcal/mol) in order:
0.00, 0.00
Computed molar mass (g/mol) in order:
640.2, 948.8